{
  "formula": "C18H19N3O3",
  "method": "ωB97M-V/def2-TZVPD",
  "charge": 0,
  "lumo_energy_ev": 0.391,
  "homo_energy_ev": -8.75,
  "smiles": "CCC(=O)c1ccc(OC[C@@H](O)Cn2nnc3ccccc32)cc1",
  "symbols": ["O", "O", "O", "N", "N", "N", "C", "C", "C", "C", "C", "C", "C", "C", "C", "C", "C", "C", "C", "C", "C", "C", "C", "C", "H", "H", "H", "H", "H", "H", "H", "H", "H", "H", "H", "H", "H", "H", "H", "H", "H", "H", "H"],
  "positions_angstrom": [[1.02155, -2.40029, 0.88285], [-0.80019, -3.29452, -1.13450], [4.51256, 2.84272, 0.19046], [-2.35708, 1.55247, 0.61534], [-2.77108, -0.43770, -0.08259], [-1.85429, 0.40674, 0.41171], [3.22622, -1.71043, 0.60289], [6.20168, 1.29627, -0.45814], [-6.18907, 0.83708, -0.61066], [-2.48528, -1.80674, -0.40402], [-0.97958, -2.07728, -0.44933], [3.84314, 0.58866, 0.25449], [-3.67074, 1.52716, 0.25906], [-4.66586, 2.50483, 0.28380], [-5.91429, 2.13607, -0.15490], [4.19500, -0.75521, 0.39556], [2.49296, 0.92883, 0.34064], [-3.95808, 0.21830, -0.20299], [6.13726, 0.74818, -1.88420], [-0.36864, -2.16513, 0.95938], [1.51038, -0.02079, 0.53810], [4.81791, 1.68061, 0.02844], [-5.22560, -0.14404, -0.64475], [1.87563, -1.35768, 0.67203], [6.64261, 0.55683, 0.21160], [5.71999, 1.49733, -2.55318], [-6.71488, 2.86043, -0.15286], [3.48908, -2.75019, 0.72333], [0.47936, 0.29508, 0.58534], [-7.18984, 0.60572, -0.94340], [5.51285, -0.14079, -1.93366], [2.22129, 1.96888, 0.24028], [6.82285, 2.19346, -0.43908], [-0.77533, -3.04459, 1.46893], [-0.48732, -1.26041, -1.00147], [5.22787, -1.06453, 0.36485], [-4.44771, 3.49991, 0.63470], [-2.95626, -2.47160, 0.33001], [-2.89814, -2.03967, -1.39077], [-5.43865, -1.14232, -0.99440], [7.13573, 0.49384, -2.23269], [-0.59842, -1.26696, 1.53761], [0.09681, -3.60347, -0.95301]],
  "atomic_forces_ev_per_a": [[0.3, -0.1, -0.1], [-0.1, -0.3, -0.1], [0.0, 0.0, -0.1], [0.2, 0.8, 0.3], [-0.7, 0.6, -0.1], [0.7, -0.5, 0.0], [-0.2, -0.1, 0.0], [0.0, 0.2, -0.1], [0.0, -0.2, -0.1], [0.4, -0.7, -0.1], [0.3, 0.4, 0.4], [-0.6, -0.1, 0.1], [-0.6, -1.1, -0.5], [0.1, -0.1, 0.0], [0.0, 0.2, 0.1], [-0.1, 0.2, 0.0], [0.3, 0.0, -0.1], [0.2, 0.8, 0.3], [0.1, 0.0, 0.1], [-0.5, 0.2, -0.2], [-0.3, -0.2, 0.1], [0.5, 0.1, 0.0], [-0.1, -0.2, -0.1], [0.4, 0.1, 0.0], [0.0, 0.0, 0.0], [0.0, 0.0, -0.1], [0.0, 0.1, 0.0], [0.0, -0.1, 0.0], [-0.1, 0.0, 0.0], [-0.1, 0.0, 0.0], [0.0, -0.1, -0.1], [0.0, 0.1, 0.0], [-0.1, -0.1, 0.1], [0.0, 0.1, -0.1], [-0.1, -0.1, 0.1], [0.1, 0.0, 0.0], [0.0, 0.1, 0.0], [0.0, 0.0, -0.1], [0.0, 0.1, 0.1], [-0.1, -0.1, 0.0], [0.0, 0.0, -0.1], [0.1, -0.1, 0.0], [-0.1, 0.0, 0.0]],
  "nbo_charge": [-0.522, -0.715, -0.545, -0.211, -0.195, -0.047, -0.298, -0.498, -0.188, -0.229, 0.066, -0.209, 0.025, -0.168, -0.231, -0.153, -0.115, 0.159, -0.600, -0.104, -0.348, 0.581, -0.262, 0.403, 0.211, 0.213, 0.219, 0.222, 0.251, 0.218, 0.209, 0.238, 0.229, 0.199, 0.185, 0.213, 0.229, 0.207, 0.230, 0.222, 0.213, 0.210, 0.483]
}


{
  "formula": "C33H45GeI2NO4SiW",
  "method": "ωB97M-V/def2-TZVPD",
  "charge": 1,
  "multiplicity": 2,
  "lumo_energy_ev": [-3.299, -4.518],
  "homo_energy_ev": [-9.90, -10.35],
  "symbols": ["W", "I", "I", "Ge", "Si", "O", "O", "O", "O", "N", "C", "C", "C", "C", "C", "C", "C", "C", "C", "C", "C", "C", "C", "C", "C", "C", "C", "C", "C", "C", "C", "C", "C", "C", "C", "C", "C", "C", "C", "C", "C", "C", "C", "H", "H", "H", "H", "H", "H", "H", "H", "H", "H", "H", "H", "H", "H", "H", "H", "H", "H", "H", "H", "H", "H", "H", "H", "H", "H", "H", "H", "H", "H", "H", "H", "H", "H", "H", "H", "H", "H", "H", "H", "H", "H", "H", "H", "H"],
  "positions_angstrom": [[0.04900, 0.20648, -0.09428], [-3.57934, -0.11542, 3.63392], [-1.25087, 5.16401, 5.21324], [1.54876, -1.66617, -2.17719], [0.86503, -3.30127, 2.30488], [2.05647, 0.27823, -0.35211], [0.29145, -0.45607, -2.62196], [-1.04179, 0.13737, 1.54290], [-0.83467, -1.73211, -0.23094], [0.60398, 2.01255, 1.10530], [-1.39919, 5.03798, -1.93349], [2.81279, -1.93752, 0.48519], [-2.10113, 2.49063, 4.15727], [1.41178, -2.62343, 0.57003], [-3.16300, -2.12592, -0.00137], [0.91191, -0.68262, -4.97258], [-0.25539, 2.23574, 2.13353], [2.54260, -0.00632, 2.05669], [-1.03762, 0.67759, -4.28640], [2.10093, -2.93577, 3.66056], [1.30369, 1.44571, -3.72440], [-0.22169, 3.39345, 2.92589], [2.88542, -0.40081, 0.61838], [1.62380, 4.10846, 1.55860], [1.51106, 2.92529, 0.82454], [-0.74627, 3.84765, -1.67552], [0.37026, 0.25242, -3.89199], [-2.78978, 5.09090, -1.92076], [-0.81973, 1.47593, -1.04160], [-1.96168, -2.50768, -0.84805], [-1.47953, 2.68410, -1.38289], [0.88493, -5.15657, 2.05876], [4.31682, 0.02814, 0.32191], [0.76719, 4.34938, 2.60403], [-2.15309, -2.09892, -2.29133], [-0.81015, -2.76819, 2.91741], [-2.88351, 2.75365, -1.37172], [-3.52793, 3.94417, -1.64213], [-2.11031, 1.33055, 3.34613], [-1.18833, 1.19170, 2.34456], [-1.18767, 3.48843, 3.96395], [0.54434, -1.91958, -0.46087], [-1.58916, -3.97011, -0.71672], [1.97379, -1.94541, 4.09698], [0.31594, -1.59729, -5.02660], [1.92375, -3.66440, 4.45598], [-1.62244, -3.20277, 2.33358], [2.38702, 4.82681, 1.29601], [0.33492, 3.80594, -1.70035], [2.17483, 2.68315, 0.00202], [-3.44823, 1.85855, -1.14124], [5.02157, -0.43928, 1.00971], [-2.37548, -4.58044, -1.15945], [1.35898, 2.02499, -4.64627], [0.84750, -0.18448, -5.94001], [2.69290, 1.05890, 2.22330], [-3.08670, -2.53687, -2.64843], [1.88615, -5.50639, 1.79367], [3.47966, -2.36914, 1.23299], [1.95730, -0.94564, -4.80559], [-0.93327, -3.10855, 3.94870], [-2.22342, -1.01438, -2.36060], [0.95011, 2.08973, -2.92075], [0.59387, -5.66282, 2.98202], [0.84433, 5.26135, 3.18021], [2.30719, 1.09575, -3.47038], [-3.92640, -2.90012, -0.08425], [-4.60882, 3.98582, -1.63172], [-3.59610, -1.18102, -0.33221], [4.58167, -0.25052, -0.69955], [-3.29773, 6.02269, -2.12919], [-2.88292, -2.02316, 1.04523], [-2.83962, 2.57816, 4.94169], [-0.99236, 1.27408, -5.19870], [1.51293, -0.26527, 2.33079], [3.14089, -3.04945, 3.34970], [-1.65777, -0.19715, -4.48722], [3.28157, -2.19015, -0.47298], [-0.82553, 5.92840, -2.15411], [-1.34524, -2.44989, -2.93325], [0.20291, -5.48498, 1.27159], [-1.47773, -4.25413, 0.32842], [-1.50908, 1.27633, -3.51386], [-0.65859, -4.18030, -1.24854], [-0.93185, -1.68724, 2.90260], [3.20097, -0.54296, 2.73697], [1.59206, -3.61388, 0.11689], [4.40603, 1.11137, 0.41685]],
  "atomic_forces_ev_per_a": [[-0.1, -0.3, 1.0], [0.1, 0.1, 0.0], [0.0, -0.1, -0.1], [0.1, -0.1, 0.0], [0.0, -0.1, 0.0], [-0.1, 0.0, -0.1], [0.0, 0.2, -0.3], [0.1, 0.0, -0.3], [0.2, 0.0, 0.0], [-0.3, 0.0, -0.1], [0.0, 0.0, 0.0], [-0.1, 0.0, 0.0], [0.0, 0.0, -0.1], [0.1, 0.2, -0.1], [0.0, 0.0, 0.0], [0.0, 0.0, 0.0], [0.0, 0.0, 0.1], [0.0, 0.0, -0.1], [0.1, 0.0, 0.0], [0.1, 0.0, 0.0], [-0.1, -0.1, 0.1], [0.1, 0.1, 0.0], [0.2, -0.2, 0.2], [-0.1, 0.2, 0.2], [0.1, -0.3, -0.3], [0.0, 0.0, 0.0], [0.1, 0.1, -0.2], [0.0, -0.1, 0.0], [0.0, 0.1, -0.1], [-0.1, 0.0, -0.1], [0.0, 0.0, -0.1], [0.0, 0.0, 0.0], [-0.1, 0.1, -0.2], [0.0, -0.1, -0.1], [0.0, 0.0, 0.1], [-0.1, 0.0, 0.0], [-0.1, -0.1, 0.0], [0.0, 0.0, 0.0], [-0.2, -0.1, -0.1], [0.2, 0.3, 0.1], [0.0, 0.2, 0.2], [-0.1, 0.0, -0.1], [0.0, 0.1, 0.1], [0.0, 0.0, 0.0], [0.0, 0.0, 0.0], [0.0, 0.0, 0.0], [0.0, 0.0, 0.0], [0.0, 0.0, 0.0], [0.0, 0.0, 0.0], [0.0, 0.0, 0.0], [0.0, 0.0, 0.0], [0.0, 0.0, 0.0], [0.0, 0.0, 0.0], [0.0, 0.0, 0.0], [0.0, 0.0, 0.0], [0.0, 0.0, 0.0], [0.0, 0.0, 0.0], [0.0, 0.0, 0.0], [0.0, 0.0, 0.0], [0.0, 0.0, 0.0], [0.0, 0.0, 0.0], [0.0, 0.0, -0.1], [0.0, 0.0, 0.0], [0.0, 0.0, 0.0], [0.0, 0.0, 0.0], [0.0, 0.0, 0.0], [0.0, 0.0, 0.0], [0.0, 0.0, 0.0], [0.0, 0.0, 0.0], [0.0, 0.0, 0.0], [0.0, 0.0, 0.0], [0.0, 0.0, 0.0], [0.0, 0.0, 0.0], [0.0, 0.0, 0.0], [0.0, 0.0, 0.0], [0.0, 0.0, 0.0], [0.0, 0.0, 0.0], [0.0, 0.0, 0.0], [0.0, 0.0, 0.0], [0.0, 0.0, 0.0], [0.0, 0.0, 0.0], [0.0, 0.0, 0.0], [0.0, 0.0, 0.0], [0.0, 0.0, 0.0], [0.0, 0.0, 0.0], [0.0, 0.0, 0.0], [0.0, 0.0, 0.0], [0.0, 0.0, 0.0]],
  "lowdin_charge": [1.722, 1.013, 0.966, 1.169, 0.547, -0.388, -0.462, -0.253, -0.265, -0.014, -0.060, -0.192, -0.202, -0.324, -0.009, -0.079, -0.144, -0.025, -0.016, -0.172, -0.017, -0.190, -0.628, -0.009, -0.102, -0.043, -0.668, -0.057, -0.137, -0.531, -0.314, -0.173, -0.016, -0.001, -0.019, -0.177, -0.031, -0.061, -0.615, -0.380, -0.651, -0.515, 0.000, 0.029, 0.087, 0.043, 0.021, 0.119, 0.102, 0.126, 0.116, 0.098, 0.108, 0.100, 0.099, 0.084, 0.110, 0.043, 0.115, 0.051, 0.050, 0.073, 0.052, 0.042, 0.076, 0.088, 0.104, 0.112, 0.091, 0.092, 0.111, 0.038, 0.084, 0.099, 0.072, 0.034, 0.085, 0.064, 0.111, 0.081, 0.023, 0.073, 0.062, 0.095, -0.018, 0.090, 0.098, 0.088]
}


ΔE to the lowest compared entry with this formula, charge and spin values, unit kcal/mol, following the record order: 54.68, 86.97.